#P
DFT (ωB97M-V/def2-TZVPD) results for a 2-piece molecular cluster, C2H5ClN2O overall.

Last column: natural (NBO) charge in e.
Atoms and positions in Å:
C -0.1629 -1.3761 -1.0452  0.150
C 0.0397 1.7661 0.7098  -0.258
N 0.2690 -1.6047 0.2687  -0.483
N -0.4798 -0.4111 -0.1097  -0.060
O 0.4032 0.7141 -0.1152  -0.374
Cl -1.2348 -2.2090 -2.1075  0.058
H 1.5061 -0.6122 -1.7004  0.058
H -0.9848 1.8402 0.9857  0.193
H 0.4364 2.7312 0.4995  0.208
H 0.4343 1.4646 1.8100  0.146
H -0.2263 -2.3032 0.8042  0.362

Properties
LUMO level = -0.25 eV
molar mass = 108.5 g/mol
HOMO-LUMO gap = 9.04 eV

#Q
DFT (ωB97M-V/def2-TZVPD) results for a 2-piece molecular cluster, C2H5ClN2O overall.

Last column: natural (NBO) charge in e.
Atoms and positions in Å:
C -0.1907 -0.1408 -0.4168  0.635
C 0.9325 -0.8320 -1.3430  -0.696
N 0.2869 -0.1148 0.8415  -0.570
N -1.1268 1.0085 2.1341  -0.476
O -1.3302 0.0253 -0.7426  -0.604
Cl -1.2007 2.4442 1.4551  0.268
H 1.0631 -1.7770 -0.9059  0.229
H 0.3341 -0.9623 -2.3089  0.242
H 1.7856 -0.2338 -1.3525  0.215
H 1.3164 0.2307 0.8745  0.375
H -1.8702 0.3521 1.7646  0.383

Properties
LUMO level (spin up / spin down) = -1.77 / -1.77 eV
molar mass = 108.5 g/mol
HOMO-LUMO gap (spin up / spin down) = 7.67 / 7.66 eV

Name the least stable of them. #P.

#P
DFT (ωB97M-V/def2-TZVPD) results for one molecule with the formula CH2O2.

Last column: natural (NBO) charge in e.
Atoms and positions in Å:
O 1.2140 -0.4065 0.0004  -0.561
C 0.2919 0.3020 -0.0818  0.640
O -0.9820 -0.1904 -0.0018  -0.692
H 0.3891 1.4206 0.1127  0.126
H -0.9130 -1.1257 -0.0296  0.487

Properties
LUMO level = 0.90 eV
molar mass = 46.0 g/mol
HOMO-LUMO gap = 11.96 eV

#Q
DFT (ωB97M-V/def2-TZVPD) results for one molecule with the formula CH2O2.

Last column: natural (NBO) charge in e.
Atoms and positions in Å:
C 0.2748 0.0177 0.0178  0.172
O -0.9087 -0.7626 0.0217  -0.259
O -0.9432 0.7151 -0.0202  -0.259
H 0.8225 0.2172 0.9475  0.174
H 0.7546 -0.1874 -0.9669  0.172

Properties
LUMO level = 1.03 eV
molar mass = 46.0 g/mol
HOMO-LUMO gap = 11.64 eV

Name the least stable of them. #Q.

#P
DFT (ωB97M-V/def2-TZVPD) results for one molecule with the formula C13H16N2O6.

Last column: natural (NBO) charge in e.
Atoms and positions in Å:
N -0.0502 -3.2985 -0.8286  -0.819
C 0.7019 -2.6633 0.2706  -0.163
C 1.1200 -3.6704 1.3212  -0.498
C 1.8572 -3.0287 2.4760  0.799
O 1.1714 -2.7010 3.4331  -0.601
O 3.0655 -2.4633 2.3194  -0.687
C 1.9250 -2.0978 -0.5171  0.688
O 2.7249 -2.7688 -1.2130  -0.636
N 1.9101 -0.7485 -0.7707  -0.604
C 0.8621 0.2256 -0.3243  -0.175
C -0.5716 0.1577 -0.8792  -0.451
C -1.2056 1.5675 -0.9162  -0.014
C -0.6520 2.7441 -1.4629  -0.218
C -1.1932 4.0489 -1.3168  -0.264
C -2.5014 4.2758 -1.0297  0.267
O -3.2988 5.4245 -1.1699  -0.664
C -3.1088 3.0643 -0.5935  -0.247
C -2.5368 1.7733 -0.4329  -0.184
C 0.8059 0.2272 1.2098  0.801
O 1.1417 -0.6871 1.8579  -0.564
O -0.1400 1.1331 1.5881  -0.691
H -0.1930 -2.7041 -1.6190  0.359
H 0.6020 -4.0406 -1.3956  0.381
H 0.1843 -2.0007 0.8989  0.239
H 0.3142 -4.2933 1.7931  0.259
H 1.8832 -4.3240 0.8909  0.231
H 3.4088 -2.0271 3.1054  0.505
H 2.5045 -0.3196 -1.3356  0.393
H 1.0883 1.2126 -0.6689  0.235
H -1.0570 -0.8694 -0.4067  0.249
H -0.5538 -0.0003 -1.9926  0.241
H 0.2578 2.5240 -1.9271  0.197
H -0.5014 4.8829 -1.5044  0.212
H -2.6719 6.2588 -0.9974  0.484
H -4.2207 2.8953 -0.4946  0.223
H -3.0407 0.9998 0.1227  0.218
H -0.0318 1.2913 2.5094  0.497

Properties
LUMO level = 0.38 eV
molar mass = 296.3 g/mol
HOMO-LUMO gap = 9.35 eV

#Q
DFT (ωB97M-V/def2-TZVPD) results for a 2-piece molecular cluster, C13H16N2O6 overall.

Last column: natural (NBO) charge in e.
Atoms and positions in Å:
C -0.3835 -4.5020 4.4996  -0.130
C -0.3384 -3.9587 3.3997  -0.167
C -0.7795 -3.4122 2.0038  0.768
O -0.8273 -4.1731 1.0586  -0.482
O -1.1836 -2.0769 1.7776  -0.503
C -0.0861 -1.1646 1.7399  0.336
O 0.1967 -0.5618 3.0499  -0.436
N 0.7977 0.6765 2.8042  0.383
O 0.0090 1.5458 2.9485  -0.222
C 1.2321 -1.7238 1.0831  -0.176
C 1.2260 -2.1930 -0.3667  -0.139
C 2.5403 -2.6707 -0.9311  -0.270
C 3.7298 -2.6259 -0.0143  0.046
N 3.7648 -2.2286 1.3142  -0.421
C 2.5423 -1.7907 1.8084  0.050
H -0.4735 -5.1557 5.4121  0.263
H -0.4269 -0.2905 1.0860  0.192
H 0.3024 -2.1791 -1.0068  0.242
H 2.6670 -3.0183 -2.0022  0.240
H 4.7197 -2.9585 -0.4659  0.204
H 2.5361 -1.4241 2.8846  0.218
C -1.3841 4.4066 -3.2502  -0.255
O -2.2335 4.0510 -2.1691  -0.551
C -2.7494 2.7291 -2.2941  -0.089
C -2.0074 1.7559 -1.3901  -0.092
O -0.6576 1.5793 -1.8143  -0.555
C 0.2619 2.3116 -1.0171  -0.252
H -0.8661 5.3290 -2.9856  0.191
H -0.6385 3.6333 -3.4508  0.179
H -1.9815 4.5856 -4.1496  0.168
H -2.7178 2.3950 -3.3364  0.177
H -3.7981 2.7657 -1.9849  0.186
H -2.4915 0.7775 -1.4541  0.184
H -2.0482 2.0834 -0.3452  0.177
H 0.3716 1.8290 -0.0407  0.156
H -0.0545 3.3485 -0.8812  0.184
H 1.2295 2.3055 -1.5200  0.194

Properties
LUMO level = -0.78 eV
molar mass = 296.3 g/mol
HOMO-LUMO gap = 8.64 eV

Name the least stable of them. #Q.

#P
DFT (ωB97M-V/def2-TZVPD) results for a 2-piece molecular cluster, C3H8NS2 overall.

Last column: natural (NBO) charge in e.
Atoms and positions in Å:
C -0.2704 -1.4187 0.6257  0.206
C -0.4242 -0.3614 -0.0730  -0.524
C -1.3311 1.5236 -1.9865  -0.642
N 1.7845 -1.5324 1.9308  -0.961
S 0.1736 2.1626 -1.3487  0.125
S -1.9487 0.0487 -0.8489  0.306
H -0.6165 -2.3552 1.2098  0.294
H 0.3594 0.3757 -0.1897  0.299
H -1.2804 1.0050 -3.0607  0.281
H -2.1640 2.1757 -1.9630  0.256
H 1.7512 -2.1301 2.7272  0.404
H 1.8299 -0.5484 2.1376  0.400
H 2.5600 -1.8514 1.2930  0.412
H -0.4232 2.9063 -0.4535  0.144

Properties
LUMO level = -5.64 eV
molar mass = 122.2 g/mol
HOMO-LUMO gap = 7.67 eV
total charge = +1

#Q
DFT (ωB97M-V/def2-TZVPD) results for a 2-piece molecular cluster, C3H8NS2 overall.

Last column: natural (NBO) charge in e.
Atoms and positions in Å:
C -0.3889 1.3989 1.4367  -0.568
C 0.1077 -2.0756 -1.3388  -0.440
C 0.2914 0.3697 -0.9946  0.142
N 0.8003 -0.8176 -1.0381  -0.436
S -0.7937 2.9724 1.9077  0.211
S -0.5826 0.1400 2.5856  0.208
H -0.3050 -2.5018 -0.3618  0.248
H -0.7796 -1.9164 -1.9666  0.239
H 0.7665 -2.7160 -1.8953  0.246
H 0.8243 1.2158 -0.6821  0.237
H -0.6838 0.5954 -1.2421  0.216
H -0.0381 3.5915 0.8187  0.159
H 1.8430 -0.8981 -0.8747  0.442
H -1.0614 0.6418 3.6454  0.097

Properties
LUMO level = -4.33 eV
molar mass = 122.2 g/mol
HOMO-LUMO gap = 8.61 eV
total charge = +1

Name the least stable of them. #P.

#P
DFT (ωB97M-V/def2-TZVPD) results for a 2-piece molecular cluster, CH2O2S2 overall.

Last column: natural (NBO) charge in e.
Atoms and positions in Å:
C -1.7250 4.0044 0.4150  0.493
O -1.1424 0.2642 -0.0590  -0.853
O -0.8063 4.6540 0.3470  -0.494
S 1.6669 -0.4790 0.2876  -0.134
S 0.3495 0.9442 -0.3040  0.378
H 1.7060 -1.1975 -0.8464  0.125
H -1.5018 0.5370 0.7939  0.485

Properties
LUMO level = 0.64 eV
molar mass = 110.2 g/mol
HOMO-LUMO gap = 10.04 eV

#Q
DFT (ωB97M-V/def2-TZVPD) results for one molecule with the formula CH2O2S2.

Last column: natural (NBO) charge in e.
Atoms and positions in Å:
O 1.9717 0.2946 0.8289  -0.376
O 0.7526 0.5752 0.0406  -0.309
C -0.4417 -0.1206 0.0244  -0.031
S -0.7885 -1.5517 0.6738  -0.022
S -1.5000 0.8929 -0.9252  0.112
H 2.5413 -0.1454 0.1815  0.472
H -2.5354 0.0550 -0.8240  0.155

Properties
LUMO level = 0.06 eV
molar mass = 110.2 g/mol
HOMO-LUMO gap = 9.30 eV

Name the least stable of them. #Q.

#P
DFT (ωB97M-V/def2-TZVPD) results for a 13-piece molecular cluster, ClH24O16 overall.

Last column: natural (NBO) charge in e.
Atoms and positions in Å:
Cl 15.0520 2.8170 -22.6720  2.368
O 14.3730 1.8780 -21.6610  -0.783
O 15.1140 4.2020 -22.1420  -0.821
O 16.4720 2.3000 -22.8660  -0.869
O 14.3070 2.7630 -24.0570  -0.817
O 16.0140 0.1180 -20.2800  -0.937
H 16.7510 -0.2070 -20.7570  0.444
H 15.6900 0.7630 -20.8620  0.483
O 16.8110 5.9060 -21.0760  -0.963
H 17.5780 5.4200 -20.9530  0.463
H 16.2080 5.1220 -21.2300  0.492
O 18.5810 2.1360 -21.1990  -0.992
H 17.8300 2.1370 -21.8260  0.509
H 19.2390 1.4920 -21.3960  0.480
O 11.8620 3.1950 -22.5450  -0.968
H 12.0330 2.8220 -23.4070  0.478
H 11.8460 4.1720 -22.6320  0.479
O 15.3870 7.3270 -23.0510  -0.997
H 16.0710 6.9660 -22.4700  0.501
H 14.6500 6.6770 -23.2280  0.482
O 12.6650 2.6070 -19.7640  -0.999
H 12.9980 2.6670 -20.6770  0.486
H 13.2420 3.2860 -19.3190  0.477
O 16.5550 3.1150 -19.6430  -0.986
H 17.3090 2.6790 -20.0870  0.506
H 16.7330 2.9960 -18.7230  0.476
O 15.0040 -0.4930 -23.1390  -0.952
H 15.5880 0.1470 -23.4940  0.488
H 15.3750 -1.3610 -23.2220  0.472
O 12.1500 0.9280 -24.3010  -0.947
H 12.4740 0.8650 -23.4450  0.491
H 12.8090 1.3540 -24.8000  0.464
O 12.5320 -0.4260 -21.6600  -0.975
H 12.7430 0.0060 -20.8460  0.484
H 13.3850 -0.6560 -22.0780  0.489
O 14.4190 4.7040 -19.3210  -0.951
H 15.1110 4.1200 -19.5250  0.489
H 14.0350 4.9140 -20.1520  0.471
O 13.0280 5.1010 -24.3890  -0.973
H 13.6610 4.5140 -24.0000  0.491
H 12.4220 4.6040 -24.9260  0.468

Properties
LUMO level = 2.19 eV
molar mass = 315.6 g/mol
HOMO-LUMO gap = 9.25 eV
total charge = -1

#Q
DFT (ωB97M-V/def2-TZVPD) results for ClH24O16 as an isolated structure.

Last column: natural (NBO) charge in e.
Atoms and positions in Å:
Cl 31.4844 -29.3802 14.3136  2.518
O 30.8866 -28.2380 13.6381  -0.835
O 31.5598 -30.6167 13.4771  -0.820
O 32.8347 -29.0263 14.6816  -0.865
O 30.7658 -29.7751 15.5063  -0.827
O 29.8214 -32.3132 15.0741  -0.962
H 30.3018 -31.4866 15.1223  0.465
H 29.0099 -32.1474 15.5538  0.479
O 34.5910 -28.6820 16.2628  -0.968
H 34.9475 -28.0248 15.6651  0.420
H 33.6868 -28.4055 16.4117  0.434
O 33.4093 -31.1412 12.1575  -0.971
H 34.2110 -30.8157 12.5670  0.462
H 32.7489 -31.0896 12.8484  0.459
O 28.1881 -29.2035 13.0813  -0.966
H 27.6849 -28.9258 12.3159  0.480
H 29.0166 -28.7296 13.0087  0.479
O 28.4443 -30.0663 15.8140  -0.977
H 29.1716 -29.9789 15.1978  0.472
H 27.7227 -29.5908 15.4024  0.480
O 29.6589 -26.6715 12.6697  -0.973
H 30.4104 -27.0787 12.2389  0.450
H 29.8975 -26.6472 13.5964  0.464
O 32.5848 -26.4622 14.6164  -0.914
H 32.9458 -25.8739 13.9532  0.493
H 32.6475 -27.3331 14.2243  0.489
O 30.3162 -26.3081 14.7968  -0.960
H 30.2645 -26.3194 15.7526  0.477
H 31.2261 -26.5335 14.6030  0.471
O 32.9044 -28.1628 11.6380  -0.930
H 32.5418 -28.4205 12.4856  0.447
H 32.1423 -28.0877 11.0638  0.474
O 32.7282 -27.8634 16.8376  -0.889
H 32.3762 -28.3436 16.0882  0.477
H 32.1283 -28.0654 17.5556  0.489
O 35.1952 -29.2946 13.4585  -0.940
H 34.5531 -29.8057 13.9511  0.480
H 35.2468 -28.4604 13.9252  0.460
O 30.1428 -29.5269 11.5985  -0.963
H 30.6863 -30.2752 11.3520  0.483
H 30.0941 -29.5699 12.5535  0.457

Properties
LUMO level = 2.65 eV
molar mass = 315.6 g/mol
HOMO-LUMO gap = 9.93 eV
total charge = -1

Name the least stable of them. #Q.